Below is a molecular structure, CH2N3O, with properties calculated with the ωB97M-V functional and the def2-TZVPD basis.

The geometry in XYZ format:
```
7
Properties=species:S:1:pos:R:3:mulliken_charge:R:1
C 0.28552 1.25205 -0.55679 0.352
N 0.92348 1.99273 -1.16238 -0.541
N -0.61732 0.45134 0.10821 -0.488
N -0.28075 -1.31798 0.29992 -0.116
O 0.71453 -1.57559 1.06964 -0.560
H -0.93572 0.82601 0.98548 0.219
H -0.08973 -1.62855 -0.74408 0.134
```

total charge: -1
multiplicity: 1

***

Below is a molecular structure, C20H26BN7ORuS, with properties calculated with the ωB97M-V functional and the def2-TZVPD basis.

The geometry in XYZ format:
```
57
Properties=species:S:1:pos:R:3:mulliken_charge:R:1
Ru -0.79144 0.48560 -0.62542 0.469
C -3.38941 -1.82976 -1.22013 -1.321
C -2.18440 -2.41551 -0.57559 0.359
C -1.85240 -3.68995 -0.13834 -1.288
C -0.56290 -3.58479 0.38708 1.080
C 0.27330 -4.64536 0.98693 -1.365
N -0.16357 -2.30282 0.26098 0.000
N -1.15194 -1.61035 -0.32225 0.028
B 1.17810 -1.63437 0.69785 0.390
N 0.85807 -0.52066 1.71733 0.496
N -0.17128 0.34050 1.56112 0.123
C -0.36952 0.97731 2.72285 0.413
C -1.49672 1.90812 2.97113 -1.085
C 0.59230 0.54778 3.63288 -1.435
C 1.35998 -0.39310 2.96435 0.886
C 2.55218 -1.10421 3.47853 -1.262
N 1.85895 -1.04085 -0.55237 0.626
N 1.15762 -0.36218 -1.48285 0.129
C 1.92744 -0.21237 -2.56980 0.393
C 1.43417 0.37206 -3.84138 -1.295
C 3.17607 -0.76900 -2.30776 -1.309
C 3.10399 -1.27664 -1.01692 0.851
C 4.19284 -1.90924 -0.23871 -1.259
H -4.14950 -2.58230 -1.40271 0.377
H -3.10588 -1.36391 -2.17026 0.262
H -3.80279 -1.04862 -0.57394 0.255
H -2.46414 -4.56451 -0.19476 0.507
H -0.25687 -5.59217 0.97101 0.365
H 0.52365 -4.39284 2.01530 0.287
H 1.20487 -4.74880 0.43450 0.292
H 1.88511 -2.43303 1.19206 -0.168
H -2.22133 1.82788 2.16417 0.139
H -1.14682 2.93764 3.04463 0.259
H -1.97551 1.65287 3.91586 0.362
H 0.71202 0.87640 4.64329 0.485
H 2.74551 -0.78865 4.49997 0.351
H 3.41873 -0.86207 2.86673 0.200
H 2.41933 -2.18349 3.46322 0.268
H 0.34690 0.32003 -3.86838 0.221
H 1.84608 -0.17893 -4.68632 0.372
H 1.73735 1.41368 -3.94030 0.234
H 4.02085 -0.80453 -2.96406 0.494
H 5.09539 -1.95318 -0.84192 0.357
H 3.93366 -2.91796 0.07394 0.268
H 4.39644 -1.32318 0.65565 0.195
O -2.29096 2.22422 0.03011 -0.784
N -2.28128 3.33481 -0.63152 0.571
C -2.68578 4.46745 -0.02627 -0.131
C -2.62564 5.67992 -0.66722 -0.753
C -2.18517 5.73722 -1.99147 -0.218
C -1.82512 4.56671 -2.62081 -0.729
C -1.85290 3.35743 -1.92616 0.585
S -1.35481 1.87220 -2.62622 -0.253
H -3.03268 4.33428 0.98723 0.462
H -2.93157 6.57132 -0.14747 0.412
H -2.12268 6.67699 -2.51683 0.413
H -1.50587 4.55690 -3.65060 0.416
```

total charge: +1
multiplicity: 2
expectation value of S²: 0.773

***

Below is a molecular structure, C12H38B2N2Na, with properties calculated with the ωB97M-V functional and the def2-TZVPD basis.

The geometry in XYZ format:
```
55
Properties=species:S:1:pos:R:3:mulliken_charge:R:1
Na -2.19199 -0.12077 1.45060 0.864
B -0.95076 -4.72914 1.61800 -0.129
H -1.62564 -4.35525 0.86368 -0.211
H -0.98311 -5.80709 1.65280 -0.215
H 0.03830 -4.30090 1.56685 -0.220
H -1.40201 -4.33543 2.51556 -0.178
B -6.30870 -0.98960 1.98998 -0.039
H -5.97803 -1.67758 1.22736 -0.215
H -6.11463 0.04125 1.73717 -0.262
H -7.33894 -1.26398 2.15604 -0.204
H -5.89043 -1.13448 2.97400 -0.197
C 0.34942 0.56674 5.70311 -1.300
C 1.69166 0.51827 4.95584 -0.534
N 1.71794 1.60126 4.02685 0.164
C 1.53342 2.97464 4.56817 -0.346
C 1.30162 3.96432 3.42561 -1.286
C 2.68688 1.46115 2.88202 -0.835
C 4.17289 1.43578 3.26956 -1.050
H -0.47230 0.78060 5.01962 0.275
H 0.48529 1.32437 6.47488 0.326
H 0.09001 -0.40187 6.13044 0.407
H 2.45563 0.53195 5.73319 0.232
H 1.83451 -0.48500 4.55441 0.516
H 2.48991 3.19836 5.04057 0.297
H 0.74547 3.08739 5.31283 0.386
H 0.47934 3.54281 2.84743 0.325
H 2.15885 4.09484 2.76514 0.280
H 0.97657 4.94036 3.78588 0.388
H 2.29911 0.62258 2.30363 0.450
H 2.60965 2.21576 2.09928 0.370
H 4.49681 2.47589 3.23277 0.274
H 4.40463 1.10705 4.28264 0.293
H 4.82711 1.02018 2.50316 0.373
C -2.40549 -1.34439 -4.73850 -1.423
C -1.40904 -0.31793 -5.27504 -0.207
N -0.15066 -0.42914 -4.45769 -0.136
C 0.91901 0.55904 -4.84565 -0.314
C 0.46460 1.97495 -4.52120 -1.347
C 0.41976 -1.85207 -4.59071 -0.663
C 0.89161 -2.15826 -6.04379 -1.052
H -2.31853 -1.46408 -3.65858 0.380
H -2.25795 -2.28251 -5.27352 0.255
H -3.43155 -0.98601 -4.82146 0.412
H -1.30554 -0.49386 -6.34576 0.261
H -1.99351 0.58675 -5.10758 0.423
H 1.80032 0.24268 -4.28771 0.352
H 0.95544 0.52593 -5.93454 0.282
H 0.23554 2.11114 -3.46428 0.304
H 1.18961 2.75592 -4.75040 0.416
H -0.37493 2.29146 -5.14015 0.315
H -0.15158 -2.68053 -4.17197 0.397
H 1.32037 -1.93601 -3.98246 0.365
H 1.68546 -1.57480 -6.51012 0.289
H 0.07395 -2.24830 -6.75892 0.275
H 1.25488 -3.18447 -5.98880 0.417
```

total charge: -1
multiplicity: 1

***

Below is a single C5H9ClFN molecule, with properties calculated with the ωB97M-V functional and the def2-TZVPD basis.

The geometry in XYZ format:
```
17
Properties=species:S:1:pos:R:3:mulliken_charge:R:1
C -2.36627 -0.41837 -0.12278 -1.411
C -0.98715 0.18840 -0.47410 0.291
C 0.18853 -0.86614 -0.46125 -0.837
C 0.85793 -0.03348 0.65172 0.107
C 2.19978 0.64546 0.28425 -0.040
H -3.11812 0.35843 0.05574 0.350
H -2.81195 -0.98019 -0.91005 0.363
H -2.33968 -0.90748 0.85015 0.328
H -0.94139 0.77866 -1.43311 0.322
H -0.04702 -1.82336 -0.03260 0.311
H 0.75678 -0.98634 -1.37610 0.318
H 0.95692 -0.64659 1.58967 0.321
H -0.16084 1.84994 0.49986 0.292
H 2.79896 1.15386 1.08877 0.299
N -0.31206 0.87199 0.61815 -0.580
F 2.03596 1.51973 -0.72698 -0.245
Cl 3.28964 -0.70452 -0.10133 -0.188
```

total charge: 0
SMILES string: C[C@@H]1C[C@@H]([C@H](F)Cl)N1
multiplicity: 1

***

Below is 2 unconnected molecules or ions with the total composition CH3F2N2P, with properties calculated with the ωB97M-V functional and the def2-TZVPD basis.

The geometry in XYZ format:
```
9
Properties=species:S:1:pos:R:3:mulliken_charge:R:1
C 0.98110 -1.48945 -0.54549 0.132
N 2.02903 -1.00014 -0.04411 -0.535
N -0.82941 1.47735 0.64012 -0.348
F 0.38376 -0.85108 -1.50987 -0.245
F -2.98346 0.65006 1.48077 -0.293
P -2.30595 1.66004 0.32226 0.389
H 0.47993 -2.28413 -0.15128 0.403
H 2.31555 -0.14489 -0.39578 0.242
H -0.07054 1.98225 0.20338 0.255
```

total charge: 0
SMILES string: [H]/N=C\F.[H]/N=P/F
multiplicity: 1

***

Calculated total energy? In order: -278.7199 -1754.0002 -801.2173 -810.6872 -690.4894 a.u..
Energy relative to the best compared isomer or geometry (same formula, charge and spin)? In order: 32.49 56.22 161.02 23.36 30.06 kcal/mol.
F_max? In order: 0.082 0.052 0.091 0.040 0.098 Eh/bohr.